[1]
CH10F3O8PtS as an isolated structure. Source: OMol25; level of theory: the ωB97M-V functional and the def2-TZVPD basis.

XYZ file:
```
24
Properties=species:S:1:pos:R:3:forces:R:3
Pt 0.895643 0.417282 -0.403226 -0.562 -0.512 1.547
C -2.559797 -2.160788 1.038314 -0.364 1.162 -0.877
F -3.033827 -3.167448 0.275824 0.821 0.545 1.405
F -3.385627 -1.882258 2.056904 0.544 -0.595 -0.885
F -1.337087 -2.428108 1.571834 -0.687 -0.329 -0.577
S -2.489737 -0.604038 -0.135876 -3.188 -0.629 -2.825
O -1.030227 -0.394648 -0.443996 -1.433 -1.026 0.084
O -3.348217 -0.913168 -1.308616 2.876 -0.676 1.561
O -3.161487 0.433812 0.573874 1.244 1.147 1.825
O 1.654933 -1.479428 0.421844 0.592 -0.530 0.172
H 1.148723 -2.283908 0.534974 -0.723 -0.255 -0.088
H 2.501993 -1.670228 0.824744 0.405 0.068 0.097
O 0.485803 0.853222 1.815914 0.260 -0.050 0.260
H -0.116827 1.377282 2.343564 -0.621 0.167 0.013
H 1.234813 0.697082 2.391094 0.327 -0.121 0.197
O 1.215943 0.311052 -2.490706 0.308 0.137 -1.490
H 0.851263 1.021802 -3.018036 -0.294 0.213 -0.193
H 1.659393 -0.254028 -3.123376 0.225 -0.592 -0.022
O 2.860113 1.319222 -0.019956 0.785 0.047 0.250
H 3.655883 0.819422 -0.202096 0.343 -0.284 -0.121
H 3.122103 2.233952 -0.124176 -0.155 0.554 -0.049
O -0.026887 2.285262 -0.819886 -0.218 1.524 -0.235
H -0.216857 2.787342 -1.612396 -0.078 0.074 -0.482
H -0.580037 2.681312 -0.146536 -0.411 -0.039 0.432
```
Forces are in eV/Å.

Output
**LUMO (alpha / beta)**: -4.1204 / -4.1299 eV
**Multiplicity**: 3
**Gap between HOMO and LUMO (alpha / beta)**: 7.960 / 7.957 eV
**<S²>**: 2.003
**HOMO (alpha / beta)**: -12.08 / -12.09 eV
**Total charge**: +1
**Total energy**: -1462.76222 a.u.



[2]
The molecule C5H6O2. Source: OMol25; level of theory: the ωB97M-V functional and the def2-TZVPD basis.

XYZ file:
```
13
Properties=species:S:1:pos:R:3:forces:R:3
C -0.674114 1.076438 -0.493846 -1.105 0.383 0.209
C -1.569812 0.437023 0.532427 1.327 0.487 0.179
C -2.765350 0.007474 0.300118 -1.300 -0.148 -0.460
C 0.898125 -0.479169 0.260549 -0.038 0.130 0.142
C 2.268266 -1.027850 0.040669 -0.188 0.342 -0.408
O -3.860337 -0.322207 0.080965 0.427 -0.022 0.140
O 0.593184 0.427499 -0.630260 1.026 -0.907 0.260
H -0.452327 2.114393 -0.210170 0.004 -0.257 -0.153
H -1.134678 1.066926 -1.483721 0.094 0.076 0.092
H -1.118924 0.257205 1.500868 -0.312 -0.062 0.017
H 2.782754 -0.661142 -0.850433 0.070 0.006 -0.075
H 2.185699 -2.116689 0.018066 0.030 0.030 0.051
H 2.847508 -0.779906 0.934769 -0.034 -0.058 0.006
```
Forces are in eV/Å.

Output
**LUMO**: 0.8376 eV
**Gap between HOMO and LUMO**: 9.077 eV
**HOMO**: -8.24 eV
**Total energy**: -344.46373 a.u.



[3]
The molecule C23H28N2O5S. Source: OMol25; level of theory: the ωB97M-V functional and the def2-TZVPD basis.

XYZ file:
```
59
Properties=species:S:1:pos:R:3:forces:R:3
C -3.438036 1.422733 1.463702 0.296 0.056 0.359
C -3.188950 1.785274 2.919525 -0.595 -0.184 -0.072
O -1.795232 2.009176 3.151195 0.092 0.303 -0.257
C -1.113464 1.088842 3.828666 0.442 0.098 0.377
O -1.596863 0.112088 4.337288 -0.114 -0.169 -0.019
C 0.358427 1.479211 3.919499 -0.123 -0.143 0.159
C 0.943581 1.709143 2.510354 0.151 -0.002 -0.100
C 2.220781 0.896031 2.291900 -0.053 0.565 -0.195
N 1.966165 -0.502340 2.543241 -0.039 -0.122 0.027
C 1.937290 -1.471489 1.612595 0.229 0.135 0.076
O 1.473211 -2.581738 1.856502 -0.088 -0.236 -0.056
C 2.466532 -1.162429 0.250105 -0.121 -0.179 -0.310
C 3.755771 -0.700509 0.019569 -0.105 -0.115 0.004
C 4.181013 -0.428432 -1.268917 0.049 0.029 -0.008
C 3.314922 -0.610008 -2.334922 0.005 0.057 -0.021
C 2.039799 -1.102362 -2.122466 0.066 -0.127 0.099
C 1.618518 -1.409969 -0.835331 0.959 0.317 -0.204
N 0.328697 -1.933830 -0.637244 -0.993 0.420 0.027
S -0.872397 -0.753756 -0.662109 0.154 -0.007 0.136
O -2.015154 -1.286725 0.020119 0.047 -0.353 -0.126
O -0.336883 0.489031 -0.167585 0.031 -0.047 -0.401
C -1.198604 -0.580929 -2.407626 0.131 -0.013 0.480
C -0.956667 0.653433 -2.977676 0.016 0.197 -0.078
C -1.170392 0.856599 -4.333671 -0.027 -0.115 0.110
C -0.913337 2.185479 -4.973775 -0.023 -0.013 -0.025
C -1.634295 -0.218062 -5.086829 0.062 0.058 0.129
C -1.874113 -1.449399 -4.505896 0.036 0.016 0.128
C -1.659460 -1.661740 -3.146548 -0.067 -0.126 -0.075
C -1.892516 -2.991136 -2.512006 -0.114 -0.245 -0.077
C 1.349646 -0.827988 3.824777 -0.112 -0.394 0.407
C 1.142929 0.409413 4.682706 -0.148 0.028 -0.130
H -2.955786 0.480893 1.212777 -0.047 -0.018 0.013
H -4.506794 1.328179 1.292407 -0.133 -0.007 -0.041
H -3.038014 2.196768 0.813402 -0.006 0.083 -0.112
H -3.687945 2.723758 3.179980 0.084 -0.143 0.016
H -3.531879 0.986641 3.584664 0.024 0.218 -0.087
H 0.385951 2.415314 4.487294 -0.051 -0.062 -0.062
H 0.225990 1.409032 1.744908 0.104 0.111 0.090
H 1.165420 2.764887 2.355665 -0.021 0.024 -0.047
H 3.022048 1.241422 2.955427 -0.002 0.011 -0.140
H 2.543824 1.025337 1.259434 0.017 0.024 0.191
H 4.425924 -0.556982 0.854964 0.040 0.046 0.085
H 5.184212 -0.068391 -1.440047 0.086 0.019 -0.014
H 3.638503 -0.381067 -3.339255 0.030 0.010 -0.085
H 1.366958 -1.267973 -2.949749 -0.041 -0.060 -0.095
H 0.281810 -2.469699 0.228423 -0.210 -0.069 0.136
H -0.595186 1.443427 -2.337937 0.069 0.169 -0.010
H -1.832902 2.583632 -5.400515 -0.022 0.098 -0.032
H -0.189496 2.084756 -5.781207 0.054 0.070 -0.050
H -0.530330 2.895949 -4.246908 0.033 0.104 0.001
H -1.808922 -0.085016 -6.144889 -0.021 0.008 -0.126
H -2.233531 -2.265698 -5.115295 -0.043 -0.101 -0.025
H -2.434128 -2.867440 -1.577578 -0.069 -0.175 -0.031
H -0.938231 -3.459572 -2.272915 -0.004 -0.092 0.008
H -2.450693 -3.644793 -3.177729 -0.029 -0.036 -0.026
H 1.985097 -1.555475 4.341878 -0.146 0.025 -0.020
H 0.385951 -1.312684 3.636107 0.163 0.029 0.066
H 0.579271 0.116217 5.569039 0.109 -0.009 -0.005
H 2.101956 0.814968 5.008512 -0.010 0.034 0.037
```
Forces are in eV/Å.

Output
**LUMO**: 0.5879 eV
**Gap between HOMO and LUMO**: 9.631 eV
**HOMO**: -9.04 eV
**Total energy**: -1777.18098 a.u.



[4]
The molecule C7H12N2O3. Source: OMol25; level of theory: the ωB97M-V functional and the def2-TZVPD basis.

XYZ file:
```
24
Properties=species:S:1:pos:R:3:forces:R:3
C 3.038329 1.399323 1.362249 -0.359 -0.066 -0.245
C 2.578417 0.425660 0.839757 0.171 -0.163 0.092
C 2.109217 -0.814966 0.224591 0.442 0.251 -0.217
N 1.586954 -0.655495 -1.127841 -0.362 -0.516 0.025
C 0.169992 -0.942591 -1.266354 0.469 0.556 0.124
C -0.776858 0.264937 -0.964074 -0.144 -0.934 -0.468
C -1.912658 -0.203334 -0.059544 -0.672 0.164 -0.304
O -2.506614 -1.372938 -0.663823 0.741 0.230 -0.514
N -3.200351 -2.112418 0.332693 -0.421 -0.207 0.490
O -2.551890 -2.982703 0.747374 -0.005 -0.027 -0.143
O -0.059332 1.396208 -0.518754 -0.264 -0.205 0.187
C -0.440976 1.959191 0.715605 0.496 0.569 0.100
H 3.317348 2.325093 1.771552 0.313 0.402 0.283
H 2.950433 -1.503512 0.178744 0.208 -0.127 0.191
H 1.386964 -1.265471 0.899983 -0.296 -0.114 -0.076
H 1.833099 0.240851 -1.514672 -0.014 0.139 0.071
H -0.023395 -1.301076 -2.272181 -0.092 -0.011 -0.170
H -0.064625 -1.769364 -0.603990 -0.043 -0.144 0.080
H -1.244626 0.533862 -1.911329 -0.098 0.165 -0.112
H -1.595355 -0.479618 0.940598 0.290 0.167 0.193
H -2.687977 0.557456 -0.034124 -0.079 0.204 0.408
H -1.446266 2.373935 0.712569 -0.289 -0.181 -0.033
H 0.226161 2.797296 0.881829 0.174 0.125 -0.069
H -0.279783 1.294480 1.559660 -0.166 -0.278 0.107
```
Forces are in eV/Å.

Output
**LUMO**: -0.3617 eV
**Gap between HOMO and LUMO**: 8.380 eV
**HOMO**: -8.74 eV
**Total energy**: -608.92649 a.u.



ΔE to the lowest compared entry with this formula, charge and spin across the listed records, respectively: 16.93; 86.71; 2.33; 164.24 kcal per mole.